Below is a molecular structure, C27H36N5O11P2W, with properties calculated with ωB97M-V/def2-TZVPD.

The frontier orbital gap is 6.9 eV. The value obtained for the largest force on an atom is 0.002 Eh/bohr. The total energy is -78946.03232 eV. The value obtained for the HOMO energy is -16.423 eV. For the energy above the lowest of the compared OMol25 structures with the same formula, charge and spin, the calculation gives 0.00 kcal/mol.

```
! wB97M-V def2-TZVPD RIJCOSX def2/J DEFGRID3
* xyz 3 1
W -0.4028 0.7658 -1.0704
C 4.2930 2.1711 4.1004
C 3.4971 1.8281 2.8722
C 3.9611 0.8685 1.9654
C 3.2731 0.5964 0.7876
C 3.7322 -0.2958 -0.2930
N 3.9007 -1.5570 -0.2027
C 3.5519 -2.3960 0.9509
C 2.0954 -2.8501 0.7884
C 1.4266 -3.3044 2.0823
N 1.3802 -2.1530 3.0093
C 0.4499 -1.2791 3.0973
C -0.8963 -1.4024 2.5257
C -1.8055 -2.2630 3.1393
C -3.1564 -2.2659 2.7994
C -4.1323 -3.1822 3.4813
C -3.5727 -1.3355 1.8581
C -2.6713 -0.4989 1.1948
C -3.1684 0.5546 0.3417
N -2.4768 1.2851 -0.4550
C -3.1597 2.4770 -1.0022
C -2.6281 3.7128 -0.2998
C -1.1373 3.9257 -0.4880
N -0.2967 2.7932 -0.0177
C 0.4962 3.0614 0.9545
C 1.6026 2.2347 1.3997
C 2.3250 2.5116 2.5622
C 2.0836 1.2756 0.5213
O 1.4505 0.9787 -0.6170
C -1.3106 -0.5635 1.4932
O -0.3948 0.1392 0.8096
H 4.9015 1.3318 4.4328
H 3.6465 2.4773 4.9212
H 4.9693 3.0015 3.8893
H 4.9051 0.3720 2.1639
H 3.8733 0.1295 -1.2827
H 4.0689 -2.0472 -1.0821
H 3.7101 -1.7947 1.8428
H 4.2473 -3.2329 0.9797
H 2.0194 -3.6531 0.0568
H 1.5025 -2.0254 0.3897
H 1.9553 -4.1103 2.5891
H 0.4075 -3.6112 1.8602
H 2.2164 -1.9822 3.5602
H 0.6789 -0.4083 3.7095
H -1.4627 -2.9209 3.9308
H -3.6226 -3.9876 4.0058
H -4.8187 -3.6256 2.7614
H -4.7290 -2.6320 4.2104
H -4.6288 -1.2534 1.6242
H -4.2272 0.7875 0.4481
H -4.2296 2.3737 -0.8246
H -2.9959 2.5201 -2.0743
H -2.8612 3.6518 0.7669
H -3.1425 4.5933 -0.6872
H -0.8291 4.8235 0.0466
H -0.8960 4.0826 -1.5381
H 0.4096 4.0360 1.4340
H 1.9757 3.2926 3.2292
N -1.7853 -0.0739 -4.6346
C -1.1991 0.9318 -5.5214
C -1.1315 2.3072 -4.8407
C -0.1965 2.3000 -3.6779
O 0.9392 2.5923 -3.5958
O -0.8727 1.8820 -2.4509
H -1.6302 -0.9948 -5.0302
H -2.7934 0.0407 -4.6019
H -1.7479 1.0675 -6.4566
H -0.1893 0.6173 -5.7842
H -2.1240 2.6156 -4.5090
H -0.7468 3.0426 -5.5466
O 1.1161 -1.4160 -4.5308
P 1.0931 -1.5407 -2.9734
O 2.3230 -2.0387 -2.3480
O 0.6145 -0.1473 -2.4736
O -0.1868 -2.4674 -2.6970
P -1.2010 -2.3706 -1.4695
O -2.5567 -2.8748 -2.0516
O -0.7051 -2.9899 -0.2419
O -1.4614 -0.8182 -1.3476
H 1.8492 -1.8761 -4.9651
H -2.7609 -3.8095 -1.9042
*
```